[1]
DFT (ωB97M-V with the def2-TZVPD basis set) results for 15 unconnected molecules or ions with the total composition C43H101Cl8O32P5.

XYZ file:
```
189
Properties=species:S:1:pos:R:3:mulliken_charge:R:1
C -16.612 -2.444 -25.575 0.007
Cl -18.262 -2.663 -25.030 0.064
Cl -15.967 -3.954 -26.292 -0.189
H -16.604 -1.656 -26.316 -0.235
H -15.955 -2.186 -24.755 0.347
C -25.207 -4.478 -22.393 -0.383
Cl -24.656 -2.972 -23.119 0.085
Cl -26.410 -4.202 -21.122 -0.174
H -25.657 -5.076 -23.176 0.233
H -24.383 -5.010 -21.936 0.188
C -27.403 -1.177 -24.844 0.802
Cl -27.525 0.597 -24.651 -0.151
Cl -28.076 -2.121 -23.523 -0.123
H -27.981 -1.400 -25.732 0.423
H -26.372 -1.429 -25.062 -0.960
C -26.084 -3.453 -28.769 1.358
Cl -26.152 -3.456 -27.006 -0.136
Cl -25.424 -4.972 -29.423 -0.239
H -27.068 -3.276 -29.181 0.580
H -25.384 -2.697 -29.105 -1.586
C -25.599 2.725 -22.423 -0.677
O -25.065 2.590 -21.112 0.253
P -25.987 2.119 -19.905 0.430
O -27.345 2.675 -19.879 -0.678
O -25.874 0.546 -19.981 -0.314
C -26.809 -0.184 -20.805 -0.411
O -25.095 2.427 -18.640 -0.322
C -25.044 3.741 -18.117 -0.729
H -25.100 1.973 -23.036 0.179
H -25.218 3.660 -22.832 0.040
H -26.681 2.698 -22.499 0.575
H -27.148 -1.073 -20.283 0.236
H -26.233 -0.463 -21.687 0.051
H -27.665 0.449 -21.036 0.373
H -25.567 3.757 -17.166 0.264
H -25.441 4.490 -18.805 0.321
H -24.008 4.056 -17.973 0.275
C -28.641 -0.414 -33.073 -0.826
O -27.221 -0.308 -33.062 -0.348
P -26.463 -0.796 -31.767 0.777
O -26.728 -0.015 -30.555 -0.194
O -26.841 -2.356 -31.682 -0.181
C -26.495 -3.237 -32.750 -0.800
O -24.956 -0.749 -32.250 -0.527
C -23.893 -1.093 -31.355 0.393
H -29.034 0.532 -33.444 0.286
H -29.112 -0.589 -32.106 0.344
H -28.954 -1.195 -33.766 0.280
H -27.373 -3.636 -33.258 0.304
H -25.897 -4.042 -32.323 0.186
H -25.866 -2.770 -33.513 0.374
H -24.252 -1.404 -30.376 -0.501
H -23.196 -0.255 -31.265 0.072
H -23.263 -1.874 -31.793 0.257
C -21.845 -2.726 -25.779 0.172
O -21.679 -1.460 -26.453 0.747
P -22.877 -1.071 -27.431 -0.578
O -23.190 -2.010 -28.509 -0.456
O -24.065 -0.763 -26.413 1.042
C -23.849 -0.037 -25.201 0.108
O -22.439 0.360 -27.962 0.960
C -23.236 0.899 -29.025 -0.008
H -21.576 -3.528 -26.468 0.313
H -22.866 -2.863 -25.416 0.122
H -21.176 -2.756 -24.922 -0.917
H -22.878 0.460 -25.217 0.106
H -23.880 -0.736 -24.367 -0.483
H -24.620 0.724 -25.132 -0.093
H -24.177 0.407 -29.254 -0.459
H -22.645 0.997 -29.936 -0.098
H -23.388 1.937 -28.725 -0.233
C -27.725 5.356 -30.110 -0.732
O -27.346 4.007 -29.810 -0.288
P -25.895 3.843 -29.132 0.647
O -25.318 5.097 -28.644 -0.784
O -26.199 2.811 -27.961 -0.023
C -26.824 1.563 -28.282 -0.102
O -25.062 2.995 -30.187 0.363
C -24.298 3.625 -31.212 -0.759
H -26.918 5.834 -30.665 0.312
H -27.907 5.971 -29.231 0.283
H -28.623 5.323 -30.718 0.221
H -27.565 1.288 -27.531 0.299
H -26.101 0.746 -28.306 -0.245
H -27.367 1.575 -29.228 0.385
H -24.277 4.713 -31.105 0.403
H -24.753 3.395 -32.177 0.281
H -23.265 3.279 -31.194 0.056
C -21.657 2.287 -21.911 -0.457
O -21.050 3.303 -22.726 -0.318
P -21.852 4.217 -23.703 0.640
O -21.000 5.060 -24.537 -0.749
O -22.749 3.183 -24.552 0.962
C -23.682 3.708 -25.510 -0.968
O -22.981 4.894 -22.806 -0.140
C -23.476 6.198 -23.052 -0.891
H -20.871 1.584 -21.628 0.347
H -22.404 1.721 -22.468 0.024
H -22.065 2.716 -20.998 0.260
H -23.370 3.448 -26.521 -0.327
H -23.666 4.796 -25.472 0.642
H -24.663 3.283 -25.316 0.285
H -24.555 6.282 -22.942 0.314
H -23.235 6.540 -24.064 0.374
H -22.996 6.938 -22.407 0.278
O -16.272 2.807 -24.792 -0.546
C -16.368 1.709 -25.234 0.788
O -17.429 0.919 -25.145 -0.015
C -18.617 1.511 -24.580 -0.043
C -19.770 0.560 -24.802 0.556
C -15.247 1.106 -26.044 -1.124
H -18.816 2.454 -25.086 -0.610
H -18.472 1.742 -23.525 0.467
H -20.689 1.028 -24.445 -0.392
H -19.653 -0.338 -24.192 0.383
H -19.857 0.257 -25.840 -0.398
H -15.610 0.383 -26.780 0.190
H -14.663 0.479 -25.361 0.313
H -14.647 1.853 -26.543 0.337
O -17.002 4.691 -29.029 -0.574
C -17.940 5.347 -28.694 0.798
O -18.950 4.883 -27.967 -0.349
C -18.857 3.550 -27.448 -0.664
C -20.248 2.923 -27.588 -0.266
C -18.204 6.746 -29.154 -1.160
H -18.638 3.635 -26.384 0.330
H -18.111 2.951 -27.968 0.382
H -20.179 1.851 -27.384 -0.043
H -20.628 3.017 -28.607 0.353
H -20.915 3.417 -26.883 0.076
H -18.793 6.695 -30.068 0.254
H -17.312 7.345 -29.322 0.346
H -18.727 7.311 -28.379 0.332
O -20.484 0.626 -30.743 -0.428
C -19.380 1.119 -30.788 0.743
O -18.305 0.549 -30.278 -0.314
C -18.475 -0.771 -29.730 -0.665
C -19.071 -0.718 -28.331 0.951
C -19.129 2.441 -31.463 -1.228
H -17.454 -1.154 -29.719 0.370
H -19.047 -1.413 -30.398 0.200
H -19.081 -1.703 -27.871 0.402
H -20.073 -0.296 -28.445 -1.196
H -18.501 -0.015 -27.719 0.149
H -20.011 3.063 -31.429 0.208
H -18.804 2.214 -32.479 0.425
H -18.290 2.910 -30.937 0.311
O -22.089 -5.111 -22.684 -0.390
C -20.935 -5.275 -22.377 0.637
O -20.459 -6.435 -21.949 -0.373
C -21.193 -7.665 -22.094 -0.333
C -21.401 -7.999 -23.550 -0.437
C -19.921 -4.180 -22.241 -0.841
H -22.085 -7.642 -21.473 0.292
H -20.488 -8.383 -21.677 0.270
H -21.946 -8.944 -23.650 0.409
H -20.466 -8.229 -24.063 0.328
H -21.962 -7.229 -24.068 -0.279
H -18.884 -4.495 -22.313 0.365
H -19.974 -3.855 -21.195 0.327
H -20.205 -3.372 -22.902 0.019
O -22.887 -8.784 -29.511 -0.558
C -22.611 -9.105 -28.388 0.750
O -22.673 -8.258 -27.362 -0.223
C -23.330 -6.990 -27.515 0.295
C -23.489 -6.337 -26.160 -0.759
C -22.219 -10.495 -27.976 -1.137
H -24.253 -7.062 -28.092 0.389
H -22.669 -6.376 -28.139 -0.384
H -22.525 -5.905 -25.882 0.116
H -23.775 -6.967 -25.315 0.425
H -24.257 -5.564 -26.170 0.076
H -21.546 -10.418 -27.128 0.300
H -21.796 -11.058 -28.805 0.339
H -23.119 -11.066 -27.735 0.280
O -20.266 -6.181 -31.663 -0.547
C -21.012 -5.595 -32.382 0.805
O -21.942 -4.738 -31.960 -0.360
C -21.898 -4.287 -30.614 0.544
C -20.685 -3.412 -30.382 -0.778
C -20.945 -5.658 -33.883 -1.215
H -22.010 -5.075 -29.866 -0.142
H -22.816 -3.724 -30.445 -0.100
H -19.771 -3.997 -30.459 0.602
H -20.730 -2.894 -29.424 -0.174
H -20.692 -2.625 -31.142 0.349
H -21.802 -6.240 -34.225 0.280
H -19.998 -6.106 -34.169 0.345
H -20.952 -4.675 -34.349 0.331
```

Its spin multiplicity is 1. The gap between HOMO and LUMO is 10.4597 eV. The HOMO energy is -0.3714 Eh.

***

[2]
DFT (ωB97M-V with the def2-TZVPD basis set) results for 11 unconnected molecules or ions with the total composition C43H103N5O16S5.

XYZ file:
```
172
Properties=species:S:1:pos:R:3:mulliken_charge:R:1
O -2.381 4.563 -12.714 -0.562
S -2.545 3.945 -14.029 1.108
O -3.886 3.521 -14.436 -0.739
C -1.953 5.169 -15.213 0.240
C -1.096 4.442 -16.274 0.256
C -1.121 2.937 -15.995 -0.921
C -1.296 2.733 -14.475 -0.182
H -1.338 5.828 -14.606 -0.829
H -2.841 5.603 -15.663 0.740
H -1.467 4.734 -17.255 -0.058
H -0.060 4.782 -16.305 -0.118
H -0.210 2.477 -16.371 0.500
H -1.987 2.470 -16.473 0.330
H -0.365 3.171 -14.094 -0.152
H -1.421 1.745 -14.047 0.551
O 3.716 9.622 -13.217 -0.009
S 2.940 10.651 -12.532 0.826
O 1.901 11.309 -13.294 -0.676
C 2.355 10.013 -10.945 0.004
C 3.327 10.544 -9.900 -0.787
C 4.598 11.059 -10.655 -0.412
C 4.012 11.890 -11.802 -0.951
H 2.092 8.959 -10.894 -0.496
H 1.380 10.513 -10.951 0.537
H 2.973 11.446 -9.395 0.332
H 3.592 9.861 -9.096 0.404
H 5.173 10.203 -11.020 -0.056
H 5.318 11.521 -9.981 0.522
H 4.675 12.275 -12.573 0.480
H 3.323 12.657 -11.448 0.428
O 2.249 7.180 -18.952 -0.625
S 1.272 6.330 -19.609 1.092
O 0.005 6.063 -18.950 -0.561
C 1.216 6.746 -21.380 -0.231
C 1.801 5.606 -22.185 -0.675
C 2.694 4.757 -21.276 -0.605
C 2.052 4.712 -19.882 -0.935
H 1.725 7.703 -21.497 0.487
H 0.175 6.907 -21.664 -0.152
H 0.961 4.996 -22.533 0.320
H 2.298 5.873 -23.116 0.344
H 3.672 5.219 -21.130 0.252
H 2.766 3.769 -21.725 0.380
H 2.591 4.479 -18.965 0.564
H 1.281 3.938 -19.938 0.323
O 4.546 2.659 -13.590 -0.728
S 3.396 3.000 -12.729 1.033
O 2.073 2.908 -13.318 -0.485
C 3.628 2.017 -11.192 -0.910
C 4.361 3.021 -10.235 -0.606
C 4.779 4.315 -10.986 -0.761
C 3.716 4.580 -12.026 2.232
H 4.244 1.160 -11.447 0.452
H 2.661 1.716 -10.799 0.425
H 3.614 3.220 -9.466 0.031
H 5.239 2.577 -9.772 0.467
H 5.795 4.318 -11.377 0.503
H 4.799 5.130 -10.263 0.302
H 3.954 5.277 -12.829 -1.138
H 2.825 5.020 -11.568 -0.860
O 5.963 7.238 -11.590 -0.448
S 7.019 7.204 -12.584 1.036
O 8.345 6.723 -12.239 -0.744
C 6.536 6.224 -14.130 -0.196
C 7.016 7.077 -15.297 -0.939
C 6.559 8.488 -14.849 0.429
C 7.175 8.767 -13.453 -0.568
H 5.458 6.083 -14.063 -0.243
H 7.000 5.256 -13.948 0.633
H 8.085 7.249 -15.413 0.345
H 6.486 6.832 -16.214 0.415
H 5.466 8.556 -14.869 -0.767
H 6.734 9.318 -15.539 0.518
H 6.628 9.539 -12.917 -0.008
H 8.237 8.983 -13.541 0.457
C -6.312 8.017 -14.995 -0.518
O -5.708 8.328 -13.760 -0.273
C -5.504 9.704 -13.507 -1.056
C -4.074 10.094 -13.950 2.019
C -3.086 9.449 -13.031 -1.276
N -4.004 11.564 -13.882 -0.781
H -6.404 6.938 -15.055 0.242
H -5.645 8.305 -15.827 0.121
H -7.175 8.656 -15.203 0.415
H -6.236 10.357 -13.998 0.390
H -5.713 9.836 -12.442 0.306
H -3.788 9.857 -14.976 -0.784
H -2.029 9.667 -13.218 0.243
H -3.153 8.366 -13.209 0.269
H -3.229 9.620 -11.961 0.339
H -3.786 11.906 -12.952 0.267
H -3.283 11.940 -14.485 0.249
C 4.029 14.066 -17.957 -0.353
O 5.157 13.247 -17.736 -0.345
C 5.235 12.149 -18.594 -1.078
C 4.138 11.075 -18.420 0.572
C 4.055 10.558 -16.995 -0.165
N 4.403 9.952 -19.328 -0.728
H 4.146 14.615 -18.896 0.351
H 4.015 14.762 -17.118 0.241
H 3.103 13.483 -17.932 0.001
H 5.272 12.458 -19.648 0.400
H 6.164 11.566 -18.574 0.429
H 3.186 11.577 -18.607 0.120
H 4.926 10.221 -16.434 -0.110
H 3.338 9.728 -16.951 0.053
H 3.526 11.224 -16.298 0.214
H 3.876 9.135 -19.036 0.177
H 5.368 9.661 -19.182 0.325
C 0.204 15.349 -16.255 -0.568
O -0.692 14.272 -16.321 -0.405
C -0.346 13.218 -15.386 -0.815
C -0.451 11.876 -16.056 1.685
C 0.414 11.654 -17.268 -0.675
N -1.884 11.578 -16.361 -0.262
H 0.266 15.760 -15.239 0.327
H -0.182 16.181 -16.845 0.294
H 1.226 15.145 -16.586 0.067
H 0.703 13.296 -15.087 0.366
H -1.113 13.402 -14.635 0.534
H -0.183 11.028 -15.418 -0.945
H 0.321 10.679 -17.759 0.130
H 1.458 11.587 -16.929 -0.226
H 0.327 12.384 -18.076 0.480
H -2.555 12.319 -16.516 0.285
H -1.887 11.010 -17.203 -0.326
C -2.833 7.167 -22.394 -0.866
O -2.204 7.859 -21.352 -0.387
C -2.709 7.541 -20.060 -0.974
C -2.227 8.505 -19.045 1.593
C -2.730 8.278 -17.606 -1.172
N -2.447 9.943 -19.157 -0.485
H -2.274 7.483 -23.280 0.286
H -3.890 7.431 -22.500 0.362
H -2.751 6.072 -22.386 0.303
H -3.809 7.461 -20.020 0.631
H -2.502 6.490 -19.828 0.304
H -1.152 8.449 -18.839 -0.739
H -2.200 8.861 -16.858 0.086
H -2.695 7.227 -17.279 -0.233
H -3.790 8.445 -17.364 0.596
H -2.102 10.431 -19.979 0.227
H -3.438 10.179 -19.176 0.263
C 0.117 4.157 -10.762 -0.272
O 0.785 5.264 -10.154 0.061
C 0.583 5.360 -8.755 -1.250
C 1.304 6.599 -8.301 0.875
C 2.792 6.705 -8.594 -0.484
N 0.940 7.030 -6.924 -0.825
H 0.757 3.280 -10.623 0.007
H -0.081 4.342 -11.809 -0.361
H -0.804 3.964 -10.210 0.601
H -0.468 5.260 -8.480 0.471
H 1.109 4.491 -8.322 0.327
H 0.837 7.372 -8.938 0.111
H 3.396 6.830 -7.688 0.612
H 3.128 7.469 -9.287 -0.074
H 3.110 5.703 -8.899 -0.424
H -0.063 7.184 -6.872 0.298
H 1.332 7.961 -6.826 0.277
C 0.610 7.151 -13.264 0.536
C 1.417 6.925 -14.549 1.672
C 1.102 7.930 -15.648 -0.454
O 2.812 6.927 -14.309 -0.053
H 1.072 7.809 -12.528 -0.784
H 0.502 6.212 -12.719 -0.571
H -0.362 7.534 -13.582 0.140
H 1.157 5.967 -15.005 -0.495
H 1.919 8.007 -16.364 -0.095
H 0.838 8.950 -15.342 -0.079
H 0.193 7.645 -16.192 0.195
H 3.067 7.833 -14.097 -0.144
```

Its spin multiplicity is 1. The gap between HOMO and LUMO is 8.5857 eV. Its structure (SMILES) is O=S1(=O)CCCC1.O=S1(=O)CCCC1.O=S1(=O)CCCC1.O=S1(=O)CCCC1.O=S1(=O)CCCC1.COC[C@H](C)N.COC[C@H](C)N.COC[C@H](C)N.COC[C@H](C)N.COC[C@H](C)N.CC(C)O. The HOMO energy is -0.3087 Eh.

***

LUMO level: 0.353, 0.186 (eV)